{"formula": "C43H92BrIO19S", "method": "ωB97M-V with the def2-TZVPD basis set", "species": ["O", "C", "H", "H", "C", "H", "H", "O", "H", "H", "H", "H", "H", "H", "C", "O", "C", "H", "H", "H", "H", "C", "O", "C", "O", "C", "H", "H", "C", "C", "H", "C", "H", "H", "H", "C", "O", "H", "H", "O", "C", "C", "C", "C", "H", "C", "C", "H", "H", "O", "H", "H", "H", "H", "H", "O", "H", "O", "H", "H", "C", "H", "H", "C", "H", "O", "H", "H", "C", "H", "H", "C", "H", "H", "H", "C", "O", "C", "H", "C", "H", "O", "H", "H", "H", "H", "H", "H", "H", "C", "C", "O", "O", "C", "H", "C", "H", "H", "C", "C", "H", "H", "H", "C", "H", "H", "H", "H", "C", "C", "H", "O", "H", "C", "C", "H", "H", "C", "H", "C", "O", "H", "H", "H", "I", "H", "H", "H", "C", "C", "C", "H", "H", "H", "H", "C", "H", "H", "H", "H", "H", "H", "H", "Br", "H", "H", "C", "O", "C", "H", "S", "H", "H", "O", "H", "H", "H"], "positions_angstrom": [[10.865, 5.102, 7.477], [-5.526, 1.055, -3.471], [6.854, 0.071, 7.986], [0.086, -0.329, -8.022], [8.548, 3.057, 7.617], [10.652, 2.248, 3.852], [-1.991, 1.994, 0.132], [2.340, 1.463, 1.588], [-5.384, -3.109, -2.897], [3.087, -2.426, -3.442], [-0.264, 4.997, 0.311], [0.792, -2.577, -4.408], [1.165, 2.116, 5.814], [-5.651, -2.109, -4.939], [-5.275, -2.257, -2.233], [1.339, -0.657, -4.287], [3.183, 1.803, 9.412], [3.277, 1.076, -0.193], [1.040, 0.946, -8.836], [12.448, 4.228, 8.440], [-6.280, -1.904, -2.028], [10.688, 6.403, 7.987], [-6.189, -4.846, -3.733], [9.805, 1.864, 4.418], [1.971, 0.018, -7.229], [-3.170, 2.264, -3.919], [1.852, 1.272, -4.154], [7.480, 2.654, 5.811], [-9.891, -4.929, -4.680], [-5.446, -5.417, -2.681], [-3.986, -0.581, -2.042], [1.160, 1.003, -0.467], [-1.924, 4.628, 0.831], [-8.334, -6.032, -3.675], [-5.697, 0.479, -1.388], [1.378, 1.166, 6.317], [9.551, 2.510, 8.461], [10.241, 7.007, 7.200], [4.219, 1.666, 9.096], [-6.706, 3.054, -1.326], [-1.867, -1.825, -2.477], [-4.344, -1.207, -2.858], [-5.884, -5.416, -4.996], [-4.472, 2.131, -3.133], [-2.054, 0.415, -4.233], [11.350, 4.191, 8.448], [1.517, 0.883, -6.203], [-6.944, -1.267, -4.115], [-1.121, 1.759, -3.682], [-9.209, -3.711, -4.458], [-3.334, -3.015, -3.413], [-1.899, -0.927, -1.870], [-5.029, -4.870, -5.421], [1.360, 0.622, -1.472], [-10.374, -4.934, -5.664], [0.004, 0.295, -0.039], [3.159, 2.645, 10.107], [-8.093, -6.241, -5.734], [-5.610, -6.471, -4.888], [-9.871, -2.756, -6.177], [-6.051, -1.126, -4.712], [4.726, -0.963, 10.533], [7.610, 2.871, 8.146], [-3.089, -1.956, -3.392], [2.479, -0.332, 0.559], [2.506, 1.276, 7.153], [2.374, -0.641, 8.613], [8.659, 4.138, 7.519], [2.034, 0.449, -4.850], [0.422, 0.904, -6.173], [1.886, 1.895, -6.420], [4.249, -1.138, 9.561], [3.110, 0.272, -4.877], [-1.358, -0.073, 1.378], [-5.799, -4.975, -1.751], [-1.033, 4.227, 0.335], [3.939, -1.952, -5.272], [1.093, -0.025, -8.331], [2.559, 3.182, 7.904], [1.559, -1.939, -4.855], [-5.855, -0.881, -6.841], [9.480, 2.821, 5.400], [2.260, -1.246, 10.262], [5.539, -3.017, -4.490], [-4.375, -5.208, -2.788], [1.478, -0.765, -9.030], [5.126, -1.502, -3.633], [-4.180, 2.002, -2.094], [11.135, 2.509, 7.110], [10.907, 2.779, 8.143], [-2.077, 1.258, -3.554], [2.723, 0.696, 10.170], [-8.014, 1.141, -4.366], [-0.626, 0.710, 1.162], [0.080, 0.734, 1.995], [5.185, -1.987, -4.614], [-5.601, -6.501, -2.630], [11.646, 6.850, 8.277], [6.379, -0.482, 8.795], [-6.358, 0.789, -2.189], [-4.204, -0.164, -4.712], [-2.059, 2.109, 1.912], [-1.802, -2.662, -1.787], [2.900, -2.548, -4.515], [1.254, 2.152, 8.555], [4.152, 0.846, 2.389], [-7.441, -4.276, -5.961], [1.599, 0.410, 5.565], [2.392, 0.744, 0.368], [3.080, 0.850, 2.618], [-7.082, 0.022, -2.419], [4.997, -0.532, 8.522], [11.482, 2.113, 8.790], [-8.924, -6.086, -4.592], [8.445, 2.387, 6.265], [2.919, 1.426, 3.528], [10.995, 4.470, 9.447], [-6.463, -0.483, -6.039], [-2.174, 0.952, -2.520], [-1.386, 2.013, 1.048], [-6.296, 0.950, -6.068], [6.811, -1.489, 8.839], [-1.284, 3.953, -0.697], [-4.985, 3.085, -3.180], [-9.247, 1.540, -1.267], [2.872, -3.621, -4.749], [2.735, -0.176, 2.792], [-7.513, -0.689, -6.220], [2.838, -0.598, 9.600], [2.303, 2.167, 8.238], [-9.790, -2.597, -5.095], [0.497, 0.841, 6.883], [-6.682, -5.523, -6.948], [-9.127, -1.752, -4.918], [-9.511, -7.006, -4.549], [-7.055, -5.298, -5.946], [-4.864, -2.635, -1.300], [-2.846, -1.664, -4.410], [6.575, 0.045, 9.736], [10.013, 6.400, 8.850], [4.211, -2.221, 9.376], [8.485, 1.300, 6.398], [-10.778, -2.364, -4.682], [-3.371, 2.361, -5.850], [-2.765, 3.232, -3.650], [-0.934, -1.806, -3.035], [-7.144, 1.973, -1.635], [-0.509, 3.123, 1.038], [-4.980, -0.319, -3.969], [1.391, -1.930, -5.933], [-6.717, 1.652, -4.716], [10.096, 0.911, 4.876], [8.967, 1.697, 3.731], [-6.594, 3.061, -4.892], [-10.663, -5.046, -3.907], [5.897, -1.440, -5.229], [0.961, 2.073, -0.554]], "forces_ev_per_a": [[-0.26, -0.05, 0.09], [0.40, -0.43, 0.44], [0.00, -0.04, -0.03], [-0.02, 0.07, -0.01], [-0.05, -0.04, 0.11], [-0.02, 0.05, -0.01], [-0.01, -0.02, -0.01], [-0.20, -0.16, 0.09], [-0.07, 0.28, -0.04], [-0.01, 0.01, 0.01], [0.01, 0.01, 0.05], [0.01, 0.01, 0.02], [-0.11, -0.02, 0.01], [0.02, -0.22, 0.03], [-0.15, 0.12, -0.20], [-0.02, 0.03, 0.05], [0.03, 0.06, 0.10], [0.02, -0.15, -0.08], [-0.08, 0.00, 0.00], [0.01, -0.05, 0.16], [-0.10, 0.13, 0.15], [0.08, -0.04, -0.09], [-0.24, -0.37, -0.05], [-0.03, 0.11, -0.04], [-0.16, -0.23, 0.13], [0.34, -0.22, 0.60], [-0.02, 0.00, 0.01], [-0.08, -0.14, 0.08], [0.05, 0.13, 0.19], [-0.03, -0.15, 0.07], [0.02, 0.36, -0.03], [-0.01, -0.06, -0.19], [-0.04, 0.02, -0.08], [0.02, 0.17, 0.01], [0.12, -0.14, 0.13], [0.12, 0.05, -0.05], [-0.03, -0.02, 0.04], [0.04, -0.01, -0.04], [-0.04, -0.06, -0.14], [-0.64, -1.94, -0.64], [0.09, -0.12, 0.05], [0.33, -0.20, -0.02], [0.00, 0.20, 0.06], [-0.20, 0.11, -0.72], [-0.13, -0.33, 0.18], [0.10, 0.10, -0.22], [0.23, 0.00, -0.15], [-0.03, -0.12, 0.25], [0.22, -0.06, 0.08], [0.20, 0.05, -0.15], [-0.06, -0.18, -0.37], [0.10, 0.09, 0.04], [0.06, -0.14, -0.09], [-0.03, -0.06, -0.01], [0.01, 0.01, -0.02], [-0.06, -0.01, -0.03], [-0.01, -0.01, 0.02], [0.07, 0.00, 0.00], [0.00, 0.00, 0.00], [-0.09, -0.02, 0.00], [-0.13, 0.43, -0.25], [0.00, 0.01, 0.01], [0.01, -0.03, 0.01], [-0.09, -0.08, 0.52], [-0.01, -0.02, -0.01], [-0.10, -0.22, 0.14], [0.14, 0.04, -0.09], [0.09, -0.01, -0.17], [-0.02, 0.06, 0.08], [-0.07, 0.02, 0.00], [-0.14, 0.08, 0.11], [0.05, -0.06, -0.25], [0.00, -0.08, -0.14], [0.00, -0.01, -0.03], [0.02, -0.01, -0.03], [0.02, -0.01, 0.13], [-0.04, 0.25, 0.14], [0.11, 0.02, -0.03], [-0.11, 0.07, 0.11], [-0.11, -0.04, 0.01], [0.09, 0.25, -0.29], [0.19, -0.14, 0.16], [0.00, 0.01, 0.02], [0.04, 0.02, 0.07], [0.02, -0.08, 0.03], [0.05, 0.02, 0.00], [0.01, -0.06, 0.03], [0.08, -0.08, 0.16], [-0.03, 0.16, -0.07], [0.04, -0.11, 0.04], [0.03, 0.51, -0.66], [-0.01, 0.00, 0.02], [0.14, -0.30, 0.09], [-0.03, -0.12, 0.00], [0.04, 0.19, -0.01], [-0.03, -0.06, -0.11], [0.06, 0.01, -0.05], [-0.03, 0.04, 0.06], [-0.09, -0.04, -0.08], [-0.69, 0.48, -0.56], [0.14, 0.53, 0.01], [-0.13, -0.09, -0.08], [-0.04, -0.12, 0.13], [0.11, -0.07, -0.22], [-0.01, 0.00, 0.02], [0.01, -0.10, 0.03], [0.02, 0.04, 0.15], [0.04, 0.02, -0.02], [0.07, 0.26, 0.08], [0.00, 0.14, -0.03], [-0.02, -0.24, 0.22], [-0.01, 0.24, 0.10], [-0.02, 0.00, 0.02], [-0.04, -0.16, 0.00], [-0.02, 0.26, -0.19], [0.03, 0.05, -0.02], [-0.01, -0.01, 0.01], [-0.16, -0.43, 0.29], [0.03, -0.11, 0.12], [0.09, 0.15, 0.22], [0.44, 0.14, 0.36], [0.07, 0.03, 0.07], [-0.06, 0.01, 0.01], [-0.06, 0.13, 0.07], [0.25, 0.04, 0.08], [-0.07, -0.04, 0.15], [0.09, -0.03, -0.02], [-0.10, -0.08, -0.26], [-0.11, -0.04, 0.06], [0.17, 0.00, -0.21], [0.07, 0.00, 0.11], [-0.04, 0.08, -0.01], [0.01, -0.01, 0.00], [-0.10, 0.07, 0.05], [0.01, -0.01, -0.03], [-0.06, -0.04, -0.13], [0.19, 0.05, 0.15], [0.02, 0.13, -0.13], [0.05, -0.07, 0.03], [0.05, 0.02, 0.04], [-0.02, -0.03, 0.16], [0.00, -0.01, 0.02], [-0.02, 0.01, -0.07], [0.05, 0.05, -0.11], [-0.18, 0.28, -0.08], [0.11, 0.06, -0.08], [0.51, 1.77, 0.63], [0.09, -0.08, -0.27], [-0.18, -0.70, 0.13], [0.17, 0.04, -0.04], [-0.83, 0.60, -0.19], [-0.06, -0.03, -0.02], [0.01, -0.08, 0.00], [0.34, -0.07, -0.17], [-0.08, -0.10, -0.10], [0.00, -0.03, -0.04], [0.05, 0.05, 0.17]], "mulliken_charge": [-0.270, 1.878, -0.119, 0.303, -0.406, 0.245, -0.363, -0.262, -0.240, 0.344, 0.242, 0.292, 0.359, 0.234, -1.440, -0.043, -0.288, 0.398, 0.323, 0.404, 0.154, -0.777, -0.268, -0.757, -0.308, -0.898, 0.427, 0.393, -0.646, -1.076, 0.593, -0.135, 0.330, 0.081, 0.598, -0.879, -0.431, 0.233, 0.079, -0.467, -0.884, 0.660, -0.617, -1.889, 0.023, -0.568, -0.524, 0.219, 0.486, -0.158, 0.177, -0.120, 0.341, 0.194, 0.374, -0.299, 0.413, -0.502, 0.575, 0.335, -1.393, 0.348, 0.426, -0.686, 0.349, -0.184, 0.131, 0.169, -0.744, 0.242, 0.462, -0.570, 0.324, 0.475, 0.322, -0.647, -0.284, -0.734, 0.404, -0.395, 0.526, -0.283, 0.406, 0.319, 0.382, 0.243, 0.309, 0.664, 0.167, -0.386, -0.004, -0.473, -0.612, -0.527, 0.106, -0.741, 0.450, 0.326, -0.487, -1.295, 0.190, 0.463, 0.526, -0.724, 0.362, 0.350, 0.070, 0.170, -0.798, -0.689, 0.567, -0.241, 0.398, -0.303, -0.585, 0.117, 0.352, -0.875, -0.609, 0.220, -0.449, 0.379, 0.162, 0.671, -0.012, 0.431, 0.345, 0.326, -0.353, -0.606, -0.547, 0.426, 0.423, -0.087, 0.412, -0.433, 0.707, 0.684, 0.356, 0.338, 0.383, 0.353, 0.359, -0.132, 0.881, -0.294, -0.249, -0.249, 0.723, 0.286, 1.859, 0.330, 0.314, -0.746, 0.397, 0.238, 0.236], "energy_ev": -173954.821, "total_charge": 0, "homo_energy_ev": -9.26, "gap_ev": 9.65}